(1)
C31H46N2O6P2V as an isolated structure. Source: the OMol25 dataset; level of theory: ωB97M-V with the def2-TZVPD basis set.

Output
DFT total energy: -3395.850815 Eh
strongest force on any atom: 5.05 eV/Å
total charge: +1
orbital gap (spin up / spin down): 3.91 / 4.68 eV
multiplicity: 3
relative energy (zero: lowest compared OMol25 entry of this formula, charge and spin): 227.2 kJ/mol

Structure (XYZ):
```
88
Properties=species:S:1:pos:R:3:forces:R:3:mulliken_charge:R:1
V 0.136385 2.057363 -0.656179 -0.9 -2.3 -4.4 0.546
P -0.010899 2.109433 -3.776055 0.2 1.1 -2.4 0.681
P -0.310558 -1.063255 -4.117485 -0.1 -0.7 -1.8 0.711
O -2.786926 0.817917 8.391719 -0.2 -0.6 -2.8 -0.559
O -3.685409 1.153068 6.384201 1.6 -1.0 1.8 -0.577
O 1.643158 -3.382476 6.772560 -2.0 1.8 1.2 -0.563
O 1.033966 -2.213947 8.558091 -0.3 -1.0 -2.7 -0.560
O -2.086761 -1.236724 2.513250 0.0 -0.3 0.0 -0.690
O -2.160936 -3.496499 2.873556 0.4 2.0 0.4 -0.730
N 0.851086 -2.615150 7.380465 2.3 -1.1 1.4 0.915
N -2.915328 0.545879 7.172838 -1.6 1.8 1.2 0.925
C 0.921297 -0.830455 -1.352825 1.3 -0.6 -0.4 2.255
C 0.058289 3.495417 0.891618 0.7 0.1 1.2 0.593
C 1.884596 -1.750294 -1.722092 -1.7 2.8 0.1 -0.957
C 0.604468 -0.125188 1.697957 -0.2 -0.7 -0.3 -0.098
C 1.870487 -3.218704 -1.516750 0.5 -1.5 -0.2 -1.228
C -1.739072 1.845170 1.868793 -0.8 0.1 0.0 -1.397
C -1.757088 -1.994655 4.692334 0.4 -0.4 1.0 0.303
C -0.737148 4.752343 1.005398 -0.9 0.3 -0.5 -1.563
C -2.154768 -0.544461 6.613334 1.2 -1.6 -0.5 -0.079
C 0.570861 -3.551336 0.634784 -0.7 -0.2 -0.2 -1.050
C 1.792179 1.962020 0.674455 0.0 0.7 1.4 0.846
C -0.063083 -0.086042 -5.642190 -0.3 0.5 0.0 -1.171
C -0.541895 -0.983848 -1.110934 -0.7 0.2 0.1 -0.490
C -2.026904 -2.289400 3.216507 -0.5 -1.6 -0.3 0.348
C -0.546281 -2.959707 0.191950 -0.5 -1.5 0.6 -0.266
C -0.741891 -2.642411 5.417328 0.6 0.6 0.9 -0.778
C -0.328252 -2.139581 6.695681 -2.1 0.9 -1.2 -0.007
C -0.915494 -2.465414 -1.172099 -0.3 0.6 -0.4 -1.310
C 2.393761 4.391270 0.080509 0.4 0.8 -0.8 -1.627
C 1.696448 2.411399 -4.486663 0.1 0.0 0.7 -1.345
C -0.626253 1.306386 -5.407327 -0.4 -0.7 0.3 -1.186
C -0.406092 2.228084 1.370436 1.0 -0.2 1.0 0.748
C 0.678947 1.290040 1.272254 0.0 0.5 1.0 1.110
C -2.510673 -1.017673 5.342008 0.2 0.6 0.3 -0.261
C 3.138777 1.352161 0.562226 0.6 -0.3 -0.4 -1.752
C -2.094599 -1.479265 -4.435550 0.0 -0.2 0.1 -1.449
C 1.421151 3.329395 0.454017 0.4 0.1 1.0 0.611
C -0.877325 3.685162 -4.295729 0.3 -0.1 0.8 -1.314
C -1.050756 -1.093660 7.305040 -0.2 0.1 -0.4 -0.266
C 0.551717 -2.516469 -4.866823 0.1 -0.6 0.3 -1.462
C 1.898240 -3.698138 -0.027208 0.2 0.0 -0.8 -0.970
H 0.134707 -2.769301 -5.864572 0.2 0.1 0.6 0.467
H 2.752741 -3.566963 -2.074180 -0.2 -0.3 0.4 0.411
H 3.099021 0.280543 0.753416 -0.2 0.0 -0.3 0.299
H 2.200164 3.195461 -3.905353 0.0 -0.2 -0.2 0.419
H -0.517138 4.522838 -3.691978 -0.2 0.1 -0.2 0.409
H -0.321562 5.441536 1.751645 0.1 -0.3 -0.2 0.352
H 2.751354 4.935962 0.974668 -0.3 -0.3 -0.3 0.327
H 3.580301 1.516815 -0.424793 0.1 0.0 0.1 0.445
H 3.850351 1.716852 1.317003 -0.4 0.4 -0.2 0.373
H -0.442651 -2.920615 -2.052289 0.1 0.2 0.6 0.347
H -2.453338 -2.192759 -3.671715 0.0 0.3 -0.4 0.376
H 1.274196 -0.772402 1.110789 -0.4 0.2 0.1 -0.205
H -1.764673 4.513500 1.307073 0.3 0.0 0.2 0.388
H -0.729793 3.892926 -5.365283 0.0 -0.1 0.5 0.416
H 1.223434 0.255203 -1.406154 0.3 -0.2 -0.5 -0.763
H 1.000560 -3.755997 -1.941501 0.8 0.4 0.0 0.302
H -1.944836 3.521880 -4.103824 0.2 0.2 -0.1 0.401
H -1.366096 -2.858305 0.932512 0.4 -0.4 -0.6 0.636
H -0.894608 -0.577219 -0.145938 0.1 -0.2 -0.3 0.499
H -0.355853 1.952180 -6.261452 -0.1 0.2 0.7 0.600
H 0.826658 -0.366672 2.744933 0.1 0.8 0.0 0.592
H -3.379909 -0.585039 4.858050 0.3 0.0 -0.1 0.524
H -1.973688 -2.634186 -1.427327 0.1 0.3 0.8 0.574
H -1.728303 1.274976 -5.353855 0.4 0.0 0.0 0.484
H -1.940634 0.793515 1.669714 -0.2 -0.1 0.0 0.040
H -0.597110 -0.576112 -6.470903 0.3 0.2 0.1 0.556
H 1.987475 5.132650 -0.622567 -0.2 -0.1 0.4 0.375
H -0.742371 -0.703656 8.274784 -0.1 -0.1 -0.3 0.562
H 1.612852 -2.226504 -4.983777 -0.4 -0.2 0.0 0.341
H 3.282781 4.012666 -0.443515 -0.3 -0.2 0.4 0.419
H 2.689238 -1.310773 -2.357191 -0.1 -0.4 1.2 0.423
H 1.648071 2.713488 -5.546888 -0.2 -0.1 0.5 0.436
H 2.286964 1.487233 -4.409166 -0.1 0.3 0.0 0.322
H 2.192739 -4.768006 0.027916 0.0 0.6 -0.2 0.549
H -2.223709 -1.921870 -5.444342 0.0 0.2 0.6 0.424
H -0.881066 5.309167 0.071078 0.5 0.0 0.0 0.344
H -0.231065 -3.517985 5.025574 0.0 0.3 -0.2 0.529
H 1.006650 -0.057756 -5.885713 -0.2 0.1 0.0 0.461
H 0.501805 -3.402309 -4.211574 0.1 0.3 -0.4 0.358
H -1.831289 1.916985 2.959371 0.2 0.2 -0.1 0.364
H 0.452273 -4.137720 1.546022 0.2 0.8 0.4 0.560
H -1.102078 -0.440782 -1.898883 0.4 0.1 0.2 0.235
H -2.525162 2.463124 1.431103 -0.1 -0.1 0.1 0.448
H -0.443430 -0.439343 1.593696 0.5 -0.4 0.3 -0.987
H -2.697475 -0.555117 -4.357819 0.2 -0.5 0.0 0.353
H 2.662097 -3.129882 0.525763 -0.1 -0.2 0.0 0.329
```
Forces are in eV/Å.

---

(2)
C31H46N8O2S2SeV as an isolated structure. Source: the OMol25 dataset; level of theory: ωB97M-V with the def2-TZVPD basis set.

Output
DFT total energy: -5939.332134 Eh
strongest force on any atom: 0.34 eV/Å
orbital gap (spin up / spin down): 6.74 / 7.58 eV
multiplicity: 4
relative energy (zero: lowest compared OMol25 entry of this formula, charge and spin): 15.4 kJ/mol

Structure (XYZ):
```
91
Properties=species:S:1:pos:R:3:forces:R:3:mulliken_charge:R:1
Se -1.670606 3.068513 -0.342449 0.0 0.0 0.0 -0.067
V 0.892679 -0.381860 0.184548 0.3 -0.2 0.1 0.415
S 1.285214 -5.001449 -0.614437 0.0 0.1 0.0 -0.238
S 3.268832 0.033410 -0.343866 0.0 0.1 0.0 -0.551
O -0.223280 -0.882584 1.782664 0.0 -0.1 -0.1 -0.737
O 0.159667 0.264336 -1.728943 -0.1 0.0 0.0 0.618
N 0.874178 -2.487694 -0.543682 0.0 0.2 0.1 0.461
N 1.188548 1.482162 1.121023 -0.1 0.1 0.1 1.087
N 0.225041 -3.557679 1.430477 0.1 0.0 0.0 -0.325
N 4.167545 2.533049 -0.409953 0.0 0.0 0.0 -0.494
N -2.690141 3.570459 -2.952154 0.0 0.0 0.0 0.789
N 2.207411 2.329777 0.710580 0.1 0.0 -0.1 -1.172
N 1.357317 -2.750191 -1.799250 0.1 0.0 -0.1 -0.686
N -4.081227 2.403124 -1.728847 0.0 0.0 0.0 1.205
C -5.341584 3.748870 0.785560 0.0 0.0 0.0 -0.139
C -0.510695 6.690612 -3.287795 0.0 0.0 0.0 -0.651
C 0.907118 1.112354 -2.611843 0.0 0.0 -0.1 0.356
C 0.478654 1.958138 2.078550 0.0 -0.1 0.0 -0.865
C 1.633821 -3.985062 -1.995616 0.0 0.0 0.0 0.276
C -4.676625 2.561063 -2.971186 0.0 0.0 -0.1 0.469
C 1.199547 -5.466331 -3.983498 0.0 0.0 0.0 -1.090
C 0.758494 -3.561155 0.197301 -0.1 -0.1 0.1 0.256
C -3.795526 3.314421 -3.747761 0.0 0.0 0.0 0.724
C -1.958376 -0.641112 3.350109 0.0 0.0 0.0 -0.431
C -2.412080 1.490867 4.374421 0.0 0.0 0.0 -0.753
C -1.544256 4.379582 -3.328559 0.0 0.0 0.0 -1.153
C -4.693342 1.703554 -0.609068 0.0 0.0 0.0 -0.909
C -6.181218 2.444930 -4.794779 0.0 0.0 0.0 -0.812
C -4.094898 3.656281 -5.056392 0.0 0.0 0.0 -0.763
C -1.373193 2.036984 3.650759 0.0 0.0 0.0 -0.720
C -1.975466 -0.740840 -1.210672 0.0 0.0 0.0 -0.924
C 1.625877 0.329268 -3.690625 0.0 0.0 0.0 -1.383
C 3.155491 1.728589 0.055229 -0.1 -0.1 0.0 0.548
C -5.305386 3.207534 -5.566395 0.0 0.0 0.0 -0.693
C 2.177529 -4.529175 -3.275270 0.0 0.0 0.0 -0.423
C -0.903294 -0.099128 2.595759 -0.1 0.1 0.1 0.509
C -5.883083 2.108506 -3.481420 0.0 0.0 0.0 -0.911
C -5.820231 2.510292 0.029448 0.0 0.0 0.0 -0.776
C -1.071982 -0.190921 -2.291006 -0.1 0.0 0.0 -0.595
C -0.612152 1.277461 2.753291 0.0 0.0 0.0 0.882
C -1.746254 5.848238 -2.983884 0.0 0.0 0.0 -0.172
C -2.700305 0.136874 4.215510 0.0 0.0 0.0 -0.518
C -2.868640 3.023506 -1.715933 0.1 0.0 0.0 -0.638
C 0.700894 6.315410 -2.438569 0.0 0.0 0.0 -1.007
C -4.629012 3.410393 2.090199 0.0 0.0 0.0 -0.915
H 2.221913 1.010461 -4.300347 0.0 0.0 0.0 0.488
H -5.290899 2.866431 2.768755 0.0 0.0 0.0 0.350
H -0.760402 7.740180 -3.116540 0.0 0.0 0.0 0.350
H -3.741542 2.800752 1.917087 0.0 0.0 0.0 -0.040
H -6.357984 1.847236 0.714065 0.0 0.0 0.0 0.471
H 0.960107 -6.332588 -3.364898 0.0 0.0 0.0 0.338
H 5.024614 2.062264 -0.643071 0.0 0.0 0.0 0.220
H -1.983907 5.914569 -1.918423 0.0 0.0 0.0 0.230
H -4.293153 4.315103 2.600163 0.0 0.0 0.0 0.388
H 1.627730 -5.829634 -4.917086 0.0 0.0 0.0 0.346
H -0.261758 6.606602 -4.351294 0.0 0.0 0.0 0.333
H -2.992206 2.104021 5.050904 0.0 0.0 0.0 0.434
H -3.897867 1.496598 0.106165 0.0 0.0 0.0 -0.073
H -1.548009 0.665700 -2.782570 0.0 0.0 0.0 0.468
H 0.413283 -4.326024 2.047570 0.0 0.0 0.0 0.223
H -0.012567 -2.633478 1.816726 0.0 0.0 0.0 0.191
H 2.288706 -0.398422 -3.225093 0.0 0.0 0.0 0.207
H -6.566267 1.520362 -2.884219 0.0 0.0 0.0 0.471
H 0.448020 6.324510 -1.376848 0.0 0.0 0.0 0.252
H -0.864757 -0.951005 -3.050048 0.0 0.0 0.0 0.262
H 1.519480 7.017588 -2.599656 0.0 0.0 0.0 0.398
H 0.726821 2.959208 2.429050 0.0 0.0 0.0 0.185
H -6.530399 2.799486 -0.750128 0.0 0.0 0.0 0.387
H -1.570978 -1.655017 -0.778416 0.0 0.0 0.0 0.219
H -3.418637 4.248905 -5.657498 0.0 0.0 0.0 0.435
H 1.615601 1.647164 -1.985966 0.0 0.0 0.0 0.255
H -2.111199 -0.001378 -0.419383 0.0 0.0 0.0 -0.213
H -2.951577 -0.971761 -1.643449 0.0 0.0 0.0 0.517
H -2.179339 -1.694122 3.222166 0.0 0.0 0.0 0.396
H -2.609142 6.229911 -3.537831 0.0 0.0 0.0 0.358
H 2.408656 -3.667703 -3.901806 0.0 0.0 0.0 0.229
H -5.574199 3.455037 -6.584496 0.0 0.0 0.0 0.403
H -4.671747 4.331116 0.144806 0.0 0.0 0.0 0.030
H 0.207458 1.839819 -3.034469 0.0 0.0 0.0 -0.255
H -6.205057 4.386172 0.990591 0.0 0.0 0.0 0.395
H 0.268028 -4.947773 -4.211596 0.0 0.0 0.0 0.308
H -1.379435 4.245595 -4.400433 0.0 0.0 0.0 0.455
H 1.077234 5.318128 -2.671837 0.0 0.0 0.0 0.226
H -0.687027 3.976522 -2.792363 0.0 0.0 0.0 -0.209
H -1.130755 3.088276 3.761407 0.0 0.0 0.0 0.326
H -7.114703 2.110820 -5.227285 0.0 0.0 0.0 0.406
H -3.510955 -0.313429 4.775722 0.0 0.0 0.0 0.406
H 3.117438 -5.049023 -3.075526 0.0 0.0 0.0 0.310
H 4.252762 3.427384 0.047169 0.0 0.0 0.0 0.258
H -5.068553 0.748644 -0.984110 0.0 0.0 0.0 0.423
H 0.929665 -0.194479 -4.348634 0.0 0.0 0.0 0.357
```
Forces are in eV/Å.

---

(3)
C31H46P2Ru as an isolated structure. Source: the OMol25 dataset; level of theory: ωB97M-V with the def2-TZVPD basis set.

Output
DFT total energy: -1985.847256 Eh
strongest force on any atom: 5.55 eV/Å
total charge: +1
orbital gap (spin up / spin down): 5.86 / 5.75 eV
multiplicity: 6
relative energy (zero: lowest compared OMol25 entry of this formula, charge and spin): 231.9 kJ/mol

Structure (XYZ):
```
80
Properties=species:S:1:pos:R:3:forces:R:3:mulliken_charge:R:1
Ru -1.872900 -0.451026 -2.020225 0.2 1.7 1.3 -0.106
P -1.597055 -1.732068 -3.658909 1.3 -1.1 -3.7 1.464
P 0.843734 -3.998942 -3.246453 -0.8 -0.7 1.2 1.177
C 0.909843 -5.562935 -2.342685 -0.2 -0.3 0.0 -1.418
C 1.639080 -4.422338 -4.858089 0.1 0.2 -0.7 -1.367
C 1.987825 1.027637 0.721509 0.4 -0.3 0.2 -2.096
C -0.725666 1.301822 -1.877000 0.2 0.1 1.8 1.152
C 2.501874 -3.067090 -2.502227 1.4 0.8 1.4 -1.374
C -3.169276 -1.499739 0.469462 0.9 -0.2 -2.2 0.228
C -5.547953 -0.611026 3.238488 0.5 -0.3 0.1 -0.513
C -0.885033 0.915609 1.872951 0.0 -0.1 0.6 -1.386
C -2.883854 1.650436 -0.528436 -0.1 0.3 0.1 -1.319
C -0.535916 0.937555 0.438337 0.7 0.4 -0.4 0.403
C -3.528790 -1.610400 4.164975 -0.3 0.1 -0.2 -0.526
C -0.633618 -1.179316 -5.129171 0.2 -0.6 -0.4 -1.366
C -1.321655 2.023129 -3.023328 -0.1 0.8 -0.1 -1.570
C 3.462575 -2.478997 0.934388 0.2 -0.2 0.6 -0.464
C 2.535659 -3.304985 1.418236 0.4 0.2 -0.1 -0.701
C 3.609935 -2.113602 -0.502748 0.3 -0.1 -1.0 0.228
C -3.024808 -1.789403 2.880151 -0.4 0.0 -0.1 -0.392
C -1.485761 1.175871 -0.605078 1.2 0.5 -1.9 1.036
C 0.755091 0.972006 -0.124594 -0.7 0.0 0.9 0.965
C -0.909391 -3.468332 -3.390817 -0.6 -0.9 -1.4 -1.457
C 3.569599 -3.327808 -1.507911 1.2 -0.3 -0.2 -1.292
C -3.147110 -2.118359 -4.561445 0.1 -0.7 0.0 -1.333
C 1.460294 -3.977546 0.622340 -1.3 -0.2 -0.1 -1.055
C -4.776658 -1.004586 4.350593 -0.2 0.1 -0.2 -0.460
C -2.585560 -1.515684 -0.653820 -2.5 -1.6 4.7 -1.321
C 1.808256 1.559767 -2.370674 0.6 -0.3 -0.4 -2.283
C 1.224485 -2.813496 -1.857593 -1.0 1.4 -1.2 1.935
C 0.672547 1.181439 -1.512023 -0.6 0.5 0.3 0.368
C -5.064842 -0.798394 1.946012 0.9 -0.4 0.0 -0.442
C -3.767587 -1.370638 1.758956 -0.6 0.1 0.4 0.614
C 0.697504 -3.133172 -0.452984 0.3 0.1 0.6 0.081
H 4.209747 -2.024308 1.589886 -0.4 -0.2 0.1 0.446
H 0.776449 -1.856496 -2.178431 0.0 -0.2 0.0 -0.937
H -1.550019 3.057533 -2.704047 -0.1 -0.2 -0.4 0.311
H 0.490947 -2.136331 -0.011228 0.1 -0.4 -0.1 -0.094
H 3.407355 -4.256436 -0.946437 0.2 0.2 -0.2 0.286
H 0.042644 -5.634342 -1.679164 0.1 -0.1 -0.1 0.363
H -0.041513 0.565578 2.476565 -0.2 0.0 0.0 0.428
H -3.480012 1.040569 -1.238337 -0.5 0.5 0.4 0.254
H 1.818886 -5.606895 -1.727253 -0.2 0.1 -0.4 0.283
H 4.539498 -3.379860 -2.037880 -0.3 -0.3 0.5 0.488
H -2.938040 2.705544 -0.829344 -0.2 -0.2 -0.1 0.293
H -1.210095 -0.401766 -5.653997 0.2 -0.2 0.2 0.464
H 2.046586 2.637423 -2.307998 -0.2 -0.3 0.0 0.371
H -3.918698 -2.478493 -3.874206 0.1 0.0 -0.1 0.376
H -2.065432 -2.275009 2.702825 -0.2 0.2 0.2 0.472
H 2.470677 -3.526723 2.482621 0.4 0.2 -0.2 0.437
H -6.531849 -0.176121 3.390562 0.2 0.0 0.0 0.401
H 0.663819 -4.204261 1.371092 0.4 0.0 -0.6 0.547
H 2.712665 1.011420 -2.067250 -0.1 0.2 -0.2 0.370
H 2.811647 -2.493196 -3.380440 -0.4 0.2 0.3 0.479
H 2.819719 -1.383203 -0.772594 0.5 -0.2 0.0 -0.501
H -1.368679 -3.767196 -2.438669 0.1 -0.2 -0.2 0.502
H -1.128891 1.928064 2.239758 0.0 -0.3 -0.1 0.290
H 2.898835 0.943788 0.122441 -0.1 0.0 0.1 0.401
H 1.590259 1.321664 -3.416527 0.2 0.1 0.0 0.398
H 1.229045 -5.381520 -5.215257 -0.2 0.4 0.2 0.477
H -2.286786 1.538189 -3.301217 0.4 0.5 -0.3 0.297
H -0.496959 -2.044641 -5.802359 0.1 0.4 -0.1 0.357
H 1.748615 -4.965370 0.214405 0.1 0.4 0.3 0.283
H -5.645653 -0.538108 1.061122 0.1 0.0 0.3 0.481
H 4.592253 -1.660740 -0.700061 -0.4 0.2 0.4 0.615
H -5.171312 -0.835444 5.363606 0.3 -0.2 -0.6 0.368
H 1.503595 -3.677029 -5.656974 -0.1 -0.1 0.4 0.389
H 0.918796 -6.403128 -3.036419 -0.1 0.0 0.1 0.562
H -1.749724 0.267626 2.073706 0.2 0.3 0.0 0.061
H -0.303248 -3.583282 -0.540742 0.2 0.2 -0.2 0.495
H -3.276633 1.559041 0.481014 -0.3 -0.2 0.0 0.459
H 2.723829 -4.588441 -4.738501 -0.5 0.2 0.3 0.416
H -2.948301 -1.957951 5.012977 -0.1 0.1 0.0 0.404
H 2.005568 0.208770 1.457133 0.0 0.2 -0.2 0.374
H -1.306252 -4.095308 -4.211890 -0.3 0.1 0.4 0.496
H 0.343892 -0.767208 -4.844989 -0.2 -0.1 0.0 0.275
H 2.062469 1.972206 1.290115 -0.1 -0.3 -0.3 0.374
H -0.645337 2.067732 -3.880498 -0.2 -0.1 0.0 0.415
H -2.926486 -2.892702 -5.313229 -0.3 0.2 0.1 0.477
H -3.507811 -1.215442 -5.066363 0.1 -0.1 0.2 0.389
```
Forces are in eV/Å.

---

Among the records above, which one has the highest strongest force on any atom?
C31H46P2Ru

---

The highest DFT total energy belongs to which entry?
C31H46P2Ru

---

Number 2 is which compound?
C31H46N8O2S2SeV

---

Number 2 is which compound?
C31H46N8O2S2SeV